No. 1
Below is a molecular structure, C17H27CdN3O2Si2, with properties calculated with ωB97M-V/def2-TZVPD.

Computed properties:
total charge = 0
energy above the lowest of the compared OMol25 structures with the same formula, charge and spin = 0.000 eV
orbital gap = 8.376 eV
HOMO = -8.3347 eV
LUMO energy = 0.041 eV

Atoms and positions in Å:
Cd1 0.24 0.53 -0.04
C1 2.58 0.87 2.79
Si1 1.44 -0.62 2.85
C2 1.25 -1.10 4.66
C3 2.31 -2.06 2.00
C4 -0.17 -0.28 1.98
C5 -0.84 -1.51 1.48
C6 -1.39 -2.50 2.30
C7 -2.02 -3.60 1.74
C8 -2.10 -3.71 0.36
C9 -1.53 -2.71 -0.40
N1 -0.92 -1.65 0.14
Si2 -1.40 0.92 2.71
C10 -2.18 0.32 4.31
C11 -0.58 2.57 3.06
C12 -2.81 1.17 1.49
H1 3.59 0.57 3.08
H2 2.26 1.66 3.47
H3 2.64 1.31 1.79
H4 2.23 -1.33 5.08
H5 0.63 -1.99 4.79
H6 0.82 -0.30 5.26
H7 3.20 -2.35 2.54
H8 2.61 -1.80 0.98
H9 1.66 -2.94 1.94
H10 -1.33 -2.39 3.38
H11 -2.45 -4.36 2.38
H12 -2.58 -4.55 -0.12
H13 -1.56 -2.74 -1.48
H14 -1.44 0.14 5.10
H15 -2.74 -0.61 4.17
H16 -2.89 1.07 4.68
H17 0.12 2.51 3.89
H18 -1.35 3.30 3.33
H19 -0.05 2.96 2.19
H20 -3.29 0.22 1.24
H21 -2.49 1.64 0.56
H22 -3.58 1.81 1.93
O1 -0.14 4.10 -1.64
N2 0.14 3.10 -1.05
O2 -0.60 2.06 -1.34
C13 4.77 0.16 -2.31
C14 4.26 1.38 -1.89
C15 2.99 1.42 -1.35
N3 2.23 0.32 -1.22
C16 2.73 -0.85 -1.63
C17 3.99 -0.98 -2.18
H23 5.76 0.10 -2.73
H24 4.83 2.29 -1.97
H25 2.54 2.35 -1.02
H26 2.08 -1.71 -1.50
H27 4.34 -1.95 -2.50

***

No. 2
Below is a gas-phase ion, C17H27ClN3O2S (charge +1) in a non-equilibrium geometry, with properties calculated with ωB97M-V/def2-TZVPD.

Computed properties:
total charge = +1
structure (SMILES) = Cc1ccc(S(=O)(=O)N2CCC([NH+]3CCN(C)CC3)CC2)cc1Cl
energy above the lowest of the compared OMol25 structures with the same formula, charge and spin = 0.000 eV
orbital gap = 9.531 eV
HOMO = -11.7251 eV
LUMO energy = -2.194 eV

Atoms and positions in Å:
C1 -6.13 -0.39 0.07
C2 -4.69 -0.06 -0.14
C3 -4.29 1.21 -0.57
C4 -2.96 1.52 -0.76
C5 -2.00 0.54 -0.53
S1 -0.30 0.96 -0.75
O1 -0.09 1.80 -1.89
O2 0.51 -0.26 -0.70
N1 0.06 1.87 0.61
C6 0.92 3.01 0.39
C7 2.37 2.55 0.14
C8 2.80 1.41 1.08
N2 2.90 0.11 0.34
C9 4.00 0.12 -0.66
C10 3.92 -1.16 -1.52
N3 4.01 -2.36 -0.74
C11 5.35 -2.73 -0.32
C12 3.02 -2.35 0.30
C13 3.07 -1.09 1.19
C14 1.83 1.35 2.26
C15 0.38 1.12 1.82
C16 -2.35 -0.73 -0.11
C17 -3.70 -1.02 0.09
Cl1 -4.13 -2.60 0.61
H1 -6.76 0.47 -0.14
H2 -6.42 -1.21 -0.59
H3 -6.29 -0.72 1.09
H4 -5.04 1.96 -0.75
H5 -2.64 2.49 -1.10
H6 0.55 3.54 -0.48
H7 0.85 3.67 1.26
H8 2.41 2.23 -0.90
H9 3.04 3.41 0.25
H10 3.81 1.61 1.47
H11 1.98 -0.04 -0.18
H12 3.92 0.99 -1.30
H13 4.95 0.16 -0.12
H14 4.71 -1.14 -2.26
H15 2.96 -1.16 -2.04
H16 5.82 -2.03 0.38
H17 5.30 -3.71 0.15
H18 5.98 -2.81 -1.21
H19 3.14 -3.24 0.93
H20 2.03 -2.39 -0.17
H21 2.27 -1.16 1.92
H22 4.03 -1.02 1.72
H23 2.12 0.60 3.00
H24 1.90 2.32 2.77
H25 0.19 0.07 1.61
H26 -0.30 1.43 2.62
H27 -1.60 -1.48 0.05

***

No. 3
Below is C17H27N3O2 in the gas phase, with properties calculated with ωB97M-V/def2-TZVPD.

Computed properties:
total charge = 0
structure (SMILES) = CC(=O)c1c(C)[nH]c(C(=O)NCCN2CCC(C)CC2)c1C
energy above the lowest of the compared OMol25 structures with the same formula, charge and spin = 0.678 eV
orbital gap = 9.110 eV
HOMO = -8.3867 eV
LUMO energy = 0.724 eV

Atoms and positions in Å:
C1 -1.28 -5.48 1.61
C2 -0.77 -4.31 0.79
O1 -0.24 -4.51 -0.29
C3 -0.92 -2.98 1.37
C4 -1.77 -2.57 2.40
C5 -2.80 -3.28 3.20
N1 -1.56 -1.26 2.60
C6 -0.59 -0.77 1.75
C7 -0.29 0.65 1.88
O2 -0.88 1.33 2.71
N2 0.67 1.15 1.07
C8 1.02 2.55 1.04
C9 0.61 3.24 -0.27
N3 1.71 3.34 -1.20
C10 1.49 4.30 -2.27
C11 0.50 3.81 -3.33
C12 0.97 2.48 -3.93
C13 -0.04 1.94 -4.94
C14 1.21 1.48 -2.80
C15 2.17 2.09 -1.77
C16 -0.18 -1.82 0.95
C17 0.87 -1.80 -0.11
H1 -0.95 -5.40 2.64
H2 -0.90 -6.40 1.17
H3 -2.36 -5.50 1.58
H4 -3.35 -2.56 3.80
H5 -2.35 -4.01 3.87
H6 -3.51 -3.80 2.55
H7 -2.01 -0.65 3.26
H8 1.08 0.54 0.38
H9 0.49 3.00 1.88
H10 2.10 2.67 1.19
H11 -0.27 2.72 -0.67
H12 0.31 4.27 -0.03
H13 1.14 5.24 -1.83
H14 2.46 4.49 -2.74
H15 0.41 4.56 -4.12
H16 -0.49 3.68 -2.88
H17 1.92 2.65 -4.44
H18 0.32 1.00 -5.37
H19 -0.18 2.65 -5.75
H20 -1.00 1.76 -4.46
H21 1.63 0.56 -3.19
H22 0.26 1.24 -2.32
H23 2.37 1.38 -0.96
H24 3.13 2.29 -2.26
H25 0.58 -1.13 -0.93
H26 0.99 -2.79 -0.53
H27 1.83 -1.47 0.29

***

Number 1: molecular weight 474.01 g mol⁻¹. Number 2: molecular weight 372.94 g mol⁻¹. Number 3: molecular weight 305.42 g mol⁻¹.